Record 1
DFT (ωB97M-V/def2-TZVPD) results for an isolated molecule of C20H23ClN4OS2.

Last column: natural (NBO) charge in e.
Geometry (Å):
C (5.25558, -2.58474, 2.01164)  -0.60
C (5.15239, -3.41389, 0.73700)  -0.39
C (6.03853, -2.85261, -0.37528)  -0.40
C (5.91710, -3.62568, -1.69593)  -0.40
C (5.01949, -2.95144, -2.73585)  -0.39
C (3.58274, -2.73747, -2.26397)  -0.53
C (2.86307, -4.03160, -2.02366)  0.71
O (3.24025, -5.12616, -2.36467)  -0.58
N (1.64784, -3.94145, -1.35488)  -0.63
C (0.97327, -2.85361, -0.89229)  0.29
N (1.32657, -1.62096, -0.98198)  -0.51
C (0.42781, -0.77048, -0.42274)  0.21
C (0.71662, 0.68793, -0.45541)  -0.64
C (-0.67698, -1.37163, 0.12680)  -0.27
C (-1.81180, -0.78537, 0.78444)  0.12
C (-2.77234, -1.49620, 1.44700)  -0.47
S (-3.97617, -0.45177, 2.09947)  0.34
C (-3.06997, 0.90957, 1.40529)  0.29
N (-3.56944, 2.15275, 1.59265)  -0.60
C (-3.10519, 3.36142, 1.09040)  0.23
C (-2.00348, 3.44669, 0.24276)  -0.28
C (-1.58572, 4.67509, -0.23066)  -0.19
C (-2.26548, 5.82543, 0.13769)  -0.07
Cl (-1.74041, 7.36241, -0.45553)  0.00
C (-3.36615, 5.75462, 0.97777)  -0.21
C (-3.78276, 4.52666, 1.45076)  -0.26
N (-2.00215, 0.57066, 0.77688)  -0.52
S (-0.56809, -3.10537, -0.06933)  0.34
H (4.92653, -1.56335, 1.83055)  0.20
H (4.63553, -3.00967, 2.79781)  0.21
H (6.28413, -2.55428, 2.36494)  0.20
H (5.45701, -4.44157, 0.94760)  0.20
H (4.11110, -3.44370, 0.41189)  0.19
H (5.79376, -1.80072, -0.54014)  0.19
H (7.07375, -2.88857, -0.02836)  0.20
H (6.90700, -3.73587, -2.14339)  0.21
H (5.53788, -4.62874, -1.49948)  0.22
H (5.44293, -1.98069, -3.00296)  0.20
H (5.00566, -3.57405, -3.63222)  0.22
H (3.01556, -2.18773, -3.02009)  0.25
H (3.55028, -2.13362, -1.35831)  0.25
H (1.19243, -4.83646, -1.21296)  0.42
H (0.16081, 1.15924, -1.26510)  0.23
H (0.42113, 1.15396, 0.48031)  0.24
H (1.77862, 0.83456, -0.63039)  0.23
H (-2.83433, -2.55541, 1.58838)  0.24
H (-4.40575, 2.20421, 2.15713)  0.40
H (-1.48975, 2.54375, -0.03706)  0.26
H (-0.73228, 4.74038, -0.88673)  0.23
H (-3.89180, 6.65355, 1.25801)  0.23
H (-4.64112, 4.46924, 2.10459)  0.21

## Properties
- Lowest unoccupied orbital energy: 0.3 eV
- HOMO energy: -7.61 eV
- Relative energy (zero: lowest compared OMol25 entry of this formula, charge and spin): 4.3 kcal per mole
- Calculated total energy: -2326.80356 hartree
- Total charge: 0
- SMILES string: CCCCCCC(=O)Nc1nc(C)c(-c2csc(Nc3ccc(Cl)cc3)n2)s1

=====

Record 2
DFT (ωB97M-V/def2-TZVPD) results for an isolated molecule of C20H23ClN6O2.

Last column: natural (NBO) charge in e.
Geometry (Å):
C (-6.74526, -0.23724, -0.52060)  -0.25
O (-6.14066, 0.98492, -0.17908)  -0.50
C (-4.79475, 0.98948, 0.06332)  0.28
C (-4.23314, 2.21867, 0.39885)  -0.24
C (-2.88340, 2.32124, 0.66567)  -0.27
C (-2.04850, 1.20887, 0.60900)  0.28
O (-0.70878, 1.26185, 0.87559)  -0.51
C (-0.14636, 2.49714, 1.24569)  -0.25
C (-2.60484, -0.03450, 0.26402)  -0.02
C (-1.82690, -1.26046, 0.15646)  0.10
C (-0.44779, -1.48326, 0.37330)  -0.34
C (-0.24389, -2.81912, 0.11321)  0.15
C (0.98690, -3.66740, 0.09922)  -0.24
C (1.98281, -3.25195, 1.20148)  -0.40
C (3.18624, -2.50486, 0.61762)  -0.23
N (2.76830, -1.57154, -0.39934)  -0.41
C (2.89292, -0.24370, -0.21670)  0.47
C (2.48776, 0.69810, -1.18896)  -0.44
C (2.68235, 2.01620, -0.85314)  0.25
Cl (2.21350, 3.25658, -1.95289)  0.02
N (3.21924, 2.43379, 0.27789)  -0.57
C (3.58067, 1.46869, 1.12808)  0.58
N (4.08275, 1.87274, 2.31894)  -0.79
N (3.44797, 0.16546, 0.93207)  -0.59
C (2.09794, -2.13158, -1.55359)  -0.22
C (1.66460, -3.57008, -1.27822)  -0.40
N (-1.45540, -3.31746, -0.23360)  -0.33
N (-2.41444, -2.39827, -0.21066)  -0.28
C (-3.97174, -0.12141, -0.00252)  -0.28
H (-6.63803, -0.97661, 0.27989)  0.18
H (-7.80121, -0.01341, -0.66645)  0.20
H (-6.32968, -0.64676, -1.44711)  0.18
H (-4.86992, 3.08754, 0.44655)  0.22
H (-2.48484, 3.29023, 0.91902)  0.22
H (-0.61020, 2.89529, 2.15400)  0.17
H (0.90634, 2.29924, 1.44150)  0.20
H (-0.22500, 3.23403, 0.44022)  0.18
H (0.27444, -0.75815, 0.67775)  0.25
H (0.67899, -4.70775, 0.25691)  0.22
H (2.34450, -4.13108, 1.73608)  0.21
H (1.47381, -2.60920, 1.91926)  0.22
H (3.69350, -1.93390, 1.39424)  0.26
H (3.89866, -3.21224, 0.17852)  0.18
H (2.05869, 0.42425, -2.13377)  0.24
H (4.54189, 1.18565, 2.88926)  0.40
H (4.35838, 2.83579, 2.39327)  0.40
H (1.20728, -1.53524, -1.77418)  0.22
H (2.75975, -2.10123, -2.43067)  0.20
H (2.52108, -4.24472, -1.30696)  0.21
H (0.97042, -3.88059, -2.06114)  0.22
H (-1.68103, -4.26795, -0.48130)  0.40
H (-4.34759, -1.09681, -0.26185)  0.24

## Properties
- Lowest unoccupied orbital energy: 0.6 eV
- HOMO energy: -7.52 eV
- Relative energy (zero: lowest compared OMol25 entry of this formula, charge and spin): 0.0 kcal per mole
- Calculated total energy: -1715.16382 hartree
- Total charge: 0
- SMILES string: COc1ccc(OC)c(-c2cc(C3CCN(c4cc(Cl)nc(N)n4)CC3)[nH]n2)c1

=====

Record 3
DFT (ωB97M-V/def2-TZVPD) results for an isolated molecule of C20H23ClO4S2.

Last column: natural (NBO) charge in e.
Geometry (Å):
C (-6.30652, 0.89968, -1.38344)  -0.68
S (-5.47422, 1.40202, -2.98324)  0.22
C (-4.16541, 0.32722, -2.89798)  -0.26
C (-3.06640, 0.78543, -2.15913)  -0.14
C (-1.83034, 0.23870, -2.20738)  -0.22
C (-1.66513, -1.01110, -2.96821)  0.01
C (-0.52893, -1.93890, -2.90972)  -0.46
C (-0.21265, -2.14013, -1.46204)  -0.01
C (0.85709, -1.48823, -0.83933)  -0.17
C (1.12230, -1.71822, 0.54783)  -0.06
C (1.89201, -0.64667, 1.47431)  -0.32
S (0.73734, 0.87591, 1.61754)  0.16
C (1.83224, 1.87884, 2.78582)  -0.34
C (1.08226, 3.15330, 3.26904)  -0.06
O (1.64642, 3.86399, 4.39671)  -0.72
C (3.11588, 2.25371, 2.05119)  0.06
O (3.89208, 3.06924, 2.82405)  -0.73
C (3.93289, 0.99264, 1.84152)  0.05
O (5.17381, 1.11956, 1.11464)  -0.73
C (3.27974, -0.08047, 0.92408)  0.08
O (4.13054, -1.17576, 0.81024)  -0.76
C (0.42723, -2.78855, 1.12333)  -0.19
C (-0.62458, -3.43906, 0.46986)  -0.23
C (-1.03790, -3.02030, -0.74370)  -0.03
Cl (-2.58289, -3.47936, -1.34766)  0.03
C (-2.78511, -1.44348, -3.75330)  -0.20
C (-4.06745, -0.81176, -3.70143)  -0.19
H (-7.28918, 1.20539, -1.29934)  0.22
H (-6.25840, -0.15497, -1.41065)  0.21
H (-5.70811, 1.29620, -0.62439)  0.21
H (-3.19296, 1.68663, -1.59488)  0.21
H (-1.02591, 0.68423, -1.71428)  0.21
H (0.31337, -1.59129, -3.42918)  0.23
H (-0.77906, -2.82294, -3.41496)  0.23
H (1.37827, -0.79206, -1.39395)  0.21
H (2.03312, -1.01687, 2.55242)  0.23
H (2.05039, 1.32486, 3.67980)  0.22
H (0.97369, 3.80018, 2.51557)  0.16
H (0.05854, 2.96054, 3.58854)  0.19
H (2.63210, 3.85943, 4.27493)  0.49
H (2.95454, 2.86525, 1.10254)  0.19
H (4.80736, 2.78901, 2.67749)  0.50
H (4.02739, 0.43870, 2.77172)  0.17
H (5.43008, 0.24585, 0.84304)  0.50
H (3.09145, 0.31794, -0.06709)  0.17
H (3.78349, -1.96328, 0.41221)  0.50
H (0.65283, -3.07988, 2.16313)  0.22
H (-1.26673, -4.14515, 1.01332)  0.23
H (-2.62337, -2.39342, -4.21097)  0.20
H (-4.81722, -1.19262, -4.32860)  0.22

## Properties
- Lowest unoccupied orbital energy: 0.4 eV
- HOMO energy: -8.45 eV
- Relative energy (zero: lowest compared OMol25 entry of this formula, charge and spin): 2.8 kcal per mole
- Calculated total energy: -2333.34773 hartree
- Total charge: 0
- SMILES string: CSc1ccc(Cc2cc([C@@H]3S[C@H](CO)[C@@H](O)[C@H](O)[C@H]3O)ccc2Cl)cc1

=====

Record 4
DFT (ωB97M-V/def2-TZVPD) results for an isolated molecule of C20H23FN2O2S.

Last column: natural (NBO) charge in e.
Geometry (Å):
O (1.30827, 0.37396, -1.13946)  -0.63
C (1.38164, -0.67325, -0.53497)  0.69
N (2.55489, -1.26986, -0.22853)  -0.62
C (3.83516, -0.65785, -0.49280)  -0.22
C (4.48676, -0.11770, 0.79135)  -0.44
C (5.82686, 0.46354, 0.50171)  -0.19
C (7.05171, -0.05850, 0.77811)  -0.26
C (8.11740, 0.75157, 0.32276)  -0.26
C (7.68526, 1.87555, -0.29894)  -0.41
S (5.96888, 1.97265, -0.34061)  0.43
C (0.15826, -1.44436, -0.03046)  -0.31
C (-0.05918, -1.11927, 1.46116)  -0.39
C (-1.15750, -0.07097, 1.62517)  -0.50
C (-2.45294, -0.64375, 1.08743)  0.69
O (-3.49267, -0.67313, 1.71403)  -0.63
N (-2.30614, -1.19374, -0.14167)  -0.46
C (-3.45463, -1.72973, -0.83133)  -0.21
C (-4.06800, -0.71486, -1.81380)  -0.45
C (-4.52537, 0.50090, -1.06130)  0.11
C (-3.69178, 1.60155, -0.91159)  -0.27
C (-4.08149, 2.68799, -0.14813)  -0.18
C (-5.31571, 2.69861, 0.47541)  -0.29
C (-6.14045, 1.60140, 0.31148)  0.42
F (-7.35667, 1.60392, 0.89870)  -0.33
C (-5.76717, 0.50639, -0.44118)  -0.31
C (-1.06724, -1.03059, -0.86147)  -0.22
H (2.55085, -2.10835, 0.33079)  0.39
H (4.49771, -1.39078, -0.96343)  0.20
H (3.65535, 0.16437, -1.18889)  0.24
H (4.59900, -0.93003, 1.51430)  0.21
H (3.82998, 0.64246, 1.22079)  0.22
H (7.19454, -0.98952, 1.29785)  0.22
H (9.15489, 0.50306, 0.45612)  0.22
H (8.26536, 2.66199, -0.73878)  0.24
H (0.34719, -2.51523, -0.14655)  0.21
H (0.86894, -0.75824, 1.91043)  0.22
H (-0.35907, -2.02288, 1.99622)  0.21
H (-0.89831, 0.83471, 1.07361)  0.23
H (-1.30010, 0.18734, 2.67415)  0.24
H (-4.19150, -1.97954, -0.06436)  0.24
H (-3.16083, -2.63885, -1.36511)  0.19
H (-3.32424, -0.43872, -2.56355)  0.21
H (-4.91080, -1.19063, -2.31708)  0.22
H (-2.72782, 1.61268, -1.39958)  0.21
H (-3.41805, 3.53234, -0.03549)  0.22
H (-5.63996, 3.53142, 1.07862)  0.23
H (-6.43888, -0.33315, -0.53072)  0.22
H (-1.11402, -1.63119, -1.77204)  0.21
H (-0.91837, 0.01627, -1.15842)  0.22

## Properties
- Lowest unoccupied orbital energy: 0.5 eV
- HOMO energy: -8.87 eV
- Relative energy (zero: lowest compared OMol25 entry of this formula, charge and spin): 5.2 kcal per mole
- Calculated total energy: -1534.00986 hartree
- Total charge: 0
- SMILES string: O=C(NCCc1cccs1)[C@H]1CCC(=O)N(CCc2cccc(F)c2)C1

=====

Record 5
DFT (ωB97M-V/def2-TZVPD) results for a structure of composition C20H23N2O2S2Zr.

Last column: natural (NBO) charge in e.
Geometry (Å):
Zr (0.14402, -0.72551, -2.57336)  2.25
C (1.03807, 1.66620, 1.14102)  -0.70
C (0.53133, 1.41227, -0.23960)  0.41
N (0.51781, 0.20395, -0.72015)  -0.48
N (0.92206, -0.87971, 0.06620)  -0.37
C (1.74738, -1.69603, -0.50936)  -0.09
S (2.44255, -1.50636, -2.14299)  -0.23
S (2.30125, -3.10377, 0.32833)  0.39
C (1.57936, -2.85971, 1.97343)  -0.57
C (2.11016, -1.70457, 2.78778)  0.05
C (1.23290, -1.07017, 3.66441)  -0.25
C (1.67035, -0.03658, 4.47811)  -0.20
C (2.99241, 0.38067, 4.41903)  -0.22
C (3.86939, -0.24387, 3.54509)  -0.19
C (3.43258, -1.28351, 2.73428)  -0.26
C (0.08709, 2.50658, -1.10130)  -0.16
C (0.00143, 3.80256, -0.56519)  -0.14
C (-0.38956, 4.87757, -1.33206)  -0.23
C (-0.69990, 4.68168, -2.67666)  -0.13
C (-0.61732, 3.42414, -3.23969)  -0.26
C (-0.22554, 2.33441, -2.46787)  0.35
O (-0.15671, 1.12942, -3.06870)  -0.82
H (1.29941, 0.74245, 1.64769)  0.27
H (0.27786, 2.18674, 1.72487)  0.25
H (1.91426, 2.31383, 1.09026)  0.26
H (1.80065, -3.81116, 2.46412)  0.25
H (0.49944, -2.78335, 1.86528)  0.24
H (0.19979, -1.39055, 3.71455)  0.21
H (0.97837, 0.43760, 5.16184)  0.22
H (3.33912, 1.18318, 5.05665)  0.22
H (4.90342, 0.07219, 3.49887)  0.22
H (4.12841, -1.76777, 2.06035)  0.22
H (0.24712, 3.95005, 0.47648)  0.22
H (-0.45239, 5.86339, -0.89472)  0.24
H (-1.00628, 5.51823, -3.28979)  0.23
H (-0.84902, 3.25802, -4.28268)  0.24
C (-3.37387, -3.02390, -2.66686)  -0.62
C (-2.64998, -1.94758, -1.87692)  0.27
C (-3.18017, -0.55029, -2.19250)  -0.64
C (-2.68947, -2.21904, -0.37938)  -0.63
O (-1.24448, -1.98271, -2.26750)  -0.85
H (-4.43002, -3.03871, -2.39816)  0.23
H (-2.94522, -4.00224, -2.45286)  0.23
H (-3.29452, -2.83990, -3.73833)  0.22
H (-4.21742, -0.44957, -1.87952)  0.24
H (-3.11624, -0.35257, -3.26551)  0.22
H (-2.57258, 0.18788, -1.65634)  0.20
H (-3.71908, -2.19704, -0.02180)  0.23
H (-2.11393, -1.46819, 0.16498)  0.21
H (-2.26429, -3.19864, -0.16382)  0.23

## Properties
- Lowest unoccupied orbital energy: -4.4 eV
- HOMO energy: -11.66 eV
- Relative energy (zero: lowest compared OMol25 entry of this formula, charge and spin): 0.0 kcal per mole
- Calculated total energy: -1879.23880 hartree
- Total charge: +1

=====

Copy entry 5 word for word.
DFT (ωB97M-V/def2-TZVPD) results for a structure of composition C20H23N2O2S2Zr.

Last column: natural (NBO) charge in e.
Geometry (Å):
Zr (0.14402, -0.72551, -2.57336)  2.25
C (1.03807, 1.66620, 1.14102)  -0.70
C (0.53133, 1.41227, -0.23960)  0.41
N (0.51781, 0.20395, -0.72015)  -0.48
N (0.92206, -0.87971, 0.06620)  -0.37
C (1.74738, -1.69603, -0.50936)  -0.09
S (2.44255, -1.50636, -2.14299)  -0.23
S (2.30125, -3.10377, 0.32833)  0.39
C (1.57936, -2.85971, 1.97343)  -0.57
C (2.11016, -1.70457, 2.78778)  0.05
C (1.23290, -1.07017, 3.66441)  -0.25
C (1.67035, -0.03658, 4.47811)  -0.20
C (2.99241, 0.38067, 4.41903)  -0.22
C (3.86939, -0.24387, 3.54509)  -0.19
C (3.43258, -1.28351, 2.73428)  -0.26
C (0.08709, 2.50658, -1.10130)  -0.16
C (0.00143, 3.80256, -0.56519)  -0.14
C (-0.38956, 4.87757, -1.33206)  -0.23
C (-0.69990, 4.68168, -2.67666)  -0.13
C (-0.61732, 3.42414, -3.23969)  -0.26
C (-0.22554, 2.33441, -2.46787)  0.35
O (-0.15671, 1.12942, -3.06870)  -0.82
H (1.29941, 0.74245, 1.64769)  0.27
H (0.27786, 2.18674, 1.72487)  0.25
H (1.91426, 2.31383, 1.09026)  0.26
H (1.80065, -3.81116, 2.46412)  0.25
H (0.49944, -2.78335, 1.86528)  0.24
H (0.19979, -1.39055, 3.71455)  0.21
H (0.97837, 0.43760, 5.16184)  0.22
H (3.33912, 1.18318, 5.05665)  0.22
H (4.90342, 0.07219, 3.49887)  0.22
H (4.12841, -1.76777, 2.06035)  0.22
H (0.24712, 3.95005, 0.47648)  0.22
H (-0.45239, 5.86339, -0.89472)  0.24
H (-1.00628, 5.51823, -3.28979)  0.23
H (-0.84902, 3.25802, -4.28268)  0.24
C (-3.37387, -3.02390, -2.66686)  -0.62
C (-2.64998, -1.94758, -1.87692)  0.27
C (-3.18017, -0.55029, -2.19250)  -0.64
C (-2.68947, -2.21904, -0.37938)  -0.63
O (-1.24448, -1.98271, -2.26750)  -0.85
H (-4.43002, -3.03871, -2.39816)  0.23
H (-2.94522, -4.00224, -2.45286)  0.23
H (-3.29452, -2.83990, -3.73833)  0.22
H (-4.21742, -0.44957, -1.87952)  0.24
H (-3.11624, -0.35257, -3.26551)  0.22
H (-2.57258, 0.18788, -1.65634)  0.20
H (-3.71908, -2.19704, -0.02180)  0.23
H (-2.11393, -1.46819, 0.16498)  0.21
H (-2.26429, -3.19864, -0.16382)  0.23

## Properties
- Lowest unoccupied orbital energy: -4.4 eV
- HOMO energy: -11.66 eV
- Relative energy (zero: lowest compared OMol25 entry of this formula, charge and spin): 0.0 kcal per mole
- Calculated total energy: -1879.23880 hartree
- Total charge: +1